Here is 3 unconnected molecules or ions with the total composition C4H14N2O3S in a non-equilibrium geometry from the OMol25 dataset. Energies are from ωB97M-V/def2-TZVPD.

```
! wB97M-V def2-TZVPD RIJCOSX def2/J DEFGRID3
* xyz 0 1
N 0.302 -0.253 -2.608
C 0.055 -0.651 -1.242
N -1.388 -0.824 -0.982
C -2.057 -0.618 0.187
O -3.089 -1.218 0.439
C -1.741 0.504 1.197
C -0.390 1.225 1.306
S 0.850 0.305 2.274
H 0.219 0.744 -2.755
H -0.226 -0.713 -3.337
H 0.603 0.063 -0.647
H 0.475 -1.639 -1.046
H -1.816 -1.291 -1.769
H -2.527 1.256 1.135
H -1.925 -0.001 2.150
H -0.548 2.152 1.846
H 0.001 1.405 0.325
H 0.145 -0.777 2.614
O 1.951 2.446 -2.025
H 1.333 1.899 -1.538
H 2.743 1.909 -2.124
O 3.055 -1.562 -0.227
H 2.315 -1.485 -0.837
H 3.451 -0.679 -0.172
*
```

The relative energy (zero: lowest compared OMol25 entry of this formula, charge and spin) is 155.7 kJ/mol. The calculation puts the total energy at -24332.3784 eV. The calculation puts the HOMO energy at -9.5 eV. The calculation puts the LUMO energy at 0.283 eV.

Here are the natural (NBO) charges for atoms 1 to 5, given in e: number 1, N, carries -0.85; number 2, C, carries -0.06; number 3, N, carries -0.64; number 4, C, carries 0.67; number 5, O, carries -0.60

***

Here is 2 unconnected molecules or ions with the total composition C4H14N2OS in a non-equilibrium geometry from the OMol25 dataset. Energies are from ωB97M-V/def2-TZVPD.

```
! wB97M-V def2-TZVPD RIJCOSX def2/J DEFGRID3
* xyz 0 1
N 0.602 -1.250 1.575
C -0.293 -0.754 0.507
C 0.350 0.126 -0.606
N 0.323 -0.630 -1.856
C 1.849 0.752 -0.480
C 1.718 2.216 -0.408
S 1.326 2.994 -2.142
H 1.341 -1.825 1.192
H 0.193 -1.822 2.217
H -0.899 -1.596 0.011
H -1.032 -0.081 0.881
H -0.334 0.979 -0.638
H 0.110 -0.189 -2.739
H 1.118 -1.302 -1.967
H 2.345 0.391 -1.355
H 2.356 0.597 0.545
H 2.603 2.751 -0.182
H 0.936 2.466 0.266
H 1.508 4.343 -2.066
O -5.669 -2.697 2.284
H -5.473 -3.353 2.983
H -4.976 -2.117 1.979
*
```

The relative energy (zero: lowest compared OMol25 entry of this formula, charge and spin) is 176.6 kJ/mol. The calculation puts the total energy at -20236.1983 eV. The calculation puts the HOMO energy at -8.8 eV. The calculation puts the LUMO energy at 0.653 eV.

Here are the natural (NBO) charges for atoms 1 to 5, given in e: number 1, N, carries -0.84; number 2, C, carries -0.22; number 3, C, carries -0.05; number 4, N, carries -0.88; number 5, C, carries -0.45